Formula: CH7N5
Source: the OMol25 dataset
Level of theory: ωB97M-V/def2-TZVPD

Bonds (Å) are listed after each position.
Atoms and positions in Å:
1 N 0.805 -0.805 -1.745  C2 1.258, H7 1.007
2 C 0.151 -0.332 -0.779  N1 1.258, N3 1.409, N5 1.374
3 N 0.502 0.860 -0.114  C2 1.409, N4 1.409, H8 1.031
4 N -0.481 1.760 0.342  N3 1.409, H9 1.068, H10 1.051
5 N -0.696 -1.092 -0.008  C2 1.374, N6 1.373, H11 1.009
6 N -0.575 -1.145 1.358  N5 1.373, H12 1.022, H13 1.117
7 H 0.615 -1.727 -2.101  N1 1.007
8 H 1.214 1.192 -0.782  N3 1.031
9 H 0.156 2.341 0.972  N4 1.068
10 H -0.649 2.490 -0.394  N4 1.051
11 H -0.533 -1.991 -0.435  N5 1.009
12 H 0.411 -1.197 1.622  N6 1.022
13 H -0.920 -0.352 2.065  N6 1.117

Values from the calculation:
ΔE to the lowest compared entry with this formula, charge and spin: 33.0 kcal/mol
E_tot: -8598.047 eV
M: 89.10 g/mol
gap between HOMO and LUMO: 9.71 eV
charge: 0
HOMO energy: -8.830 eV
LUMO energy: 0.89 eV
max |F|: 4.2 eV Å⁻¹